Entry 1:
72
Properties=species:S:1:pos:R:3 method="wB97M-V/def2-TZVPD" total_charge=+1 energy_ha=-1931.61699
C -2.74199 -1.91171 3.05046
P 1.98465 0.12663 1.24638
H 3.48990 0.57766 -0.52724
C -1.36418 -2.05424 -2.15942
C -4.05767 0.72445 -0.19995
C 0.06458 -2.59430 -1.83572
H 2.51555 1.23581 -2.59349
H -3.59952 -1.39610 -0.27305
C -1.74881 0.70884 -3.02643
H -1.48970 -0.70645 -4.69200
H 2.74900 1.61127 4.65966
C 2.74676 1.55249 3.56477
O -1.97828 -1.52600 2.12308
H -2.20412 2.75149 -3.64003
H -2.91483 -2.97064 3.28573
H 2.07975 2.34525 3.21071
H -5.13121 -2.11852 4.35232
C 1.85056 -2.41199 -0.28803
H -3.82576 -2.07586 5.59644
H -3.35957 0.93941 4.48214
C -2.19506 0.05902 -4.35510
H -4.70984 -0.04549 -2.80980
H -3.18399 -0.39972 -4.27837
H -4.80596 -0.58370 5.25871
N -3.40629 -1.03124 3.80109
H 3.63655 2.86849 1.52629
N 0.38813 -2.56937 -0.35617
C 3.52036 0.90345 0.52620
H -1.57471 -2.12604 -3.24273
C 2.25355 0.19312 3.08138
H -5.52124 -1.20285 -1.75844
H -1.99328 -2.73365 -1.57072
H 4.25948 2.83535 -0.13642
H 2.37838 -1.91114 -1.13772
H -2.25232 0.80421 -5.16102
Mg -0.58009 -0.94164 0.68741
C -2.42445 2.07064 -2.80554
C 4.82541 0.35710 1.12930
C -4.53911 -0.90346 -2.14717
H 1.11101 -0.16446 4.90723
P -1.81890 -0.33920 -1.50907
H -4.87976 0.46523 0.48023
C -3.28618 0.41237 3.51572
H -3.51692 1.98866 -2.73424
H 0.64032 -1.23458 3.58410
H 2.52339 2.80677 0.14717
H -4.43656 1.49712 -0.88464
C -3.63221 -0.53505 -0.97456
H 0.78564 -2.04273 -2.46718
H 1.26574 0.25068 -2.44032
H -3.23237 1.13802 0.40894
C -4.35050 -1.48330 4.81834
H 0.13128 -3.63842 -2.18421
C 1.57970 1.21139 -2.05651
O 0.98076 2.04189 -1.39201
H -4.15243 -1.75347 -2.72887
H 3.76335 1.78103 3.23747
C 2.35042 -1.69395 0.97828
H -2.31990 0.61523 3.02334
C 0.96907 -0.21361 3.81910
H 1.85148 -2.19700 1.80929
H 5.53113 1.15783 1.38196
H 5.33402 -0.28316 0.39752
H -2.02574 2.53684 -1.89993
C 3.47780 2.44221 0.52830
H -4.11570 0.73963 2.85579
H 4.69030 -0.24048 2.03653
H 3.43594 -1.79052 1.09365
H 3.01648 -0.56702 3.29172
H 2.25143 -3.45546 -0.27074
H 0.14763 0.47452 3.58083
H -0.66261 0.90158 -3.11720

---

Entry 2:
10
Properties=species:S:1:pos:R:3 method="wB97M-V/def2-TZVPD" smiles="O=NN1C[C@H]1O" energy_ha=-338.33448
C 0.98179 -0.06144 -0.61077
H 1.24289 -0.82355 -1.28772
N -0.76670 -0.95647 1.32705
O -0.87407 -2.07015 1.98522
H -1.45346 0.94690 -1.59655
H 1.94461 0.28013 -0.37108
H 0.24540 1.66284 0.46238
N 0.12880 -0.45094 0.77761
O -1.36712 0.73768 -0.54043
C -0.08215 0.73500 -0.14571

---

Entry 3:
68
Properties=species:S:1:pos:R:3 method="wB97M-V/def2-TZVPD" total_charge=+2 multiplicity=2 s_squared=0.773 energy_ha=-2850.66797
C -2.13698 -4.34714 -0.43206
H 1.25319 -1.27271 -2.88834
N 2.70970 2.98507 2.59540
H 1.39946 1.64222 -3.78418
H 3.72439 -3.93107 -0.37639
C -3.75049 1.69908 1.86274
C -2.83440 -3.20305 -1.06444
O 2.12148 1.33098 1.18467
H -0.64697 -5.57503 0.24742
N -0.00165 0.16993 -2.04043
H -1.75675 -0.83705 2.82189
H -1.82135 2.31851 -0.60010
H -0.67688 -1.86095 -0.12050
H 4.80102 2.88620 2.75969
H -5.93656 -1.88914 -1.33031
H 2.25936 2.32265 -1.58299
C 2.48777 4.27454 3.25806
C 3.92863 2.28327 3.01510
C 0.78491 -0.33628 -3.19558
C 1.84472 0.64850 -3.64188
C 1.60521 -4.31265 -0.30057
H -0.69826 -0.54414 -1.81781
H -3.38722 -0.37061 3.34498
N -2.19748 -2.33784 -1.87209
H -3.15862 -1.27869 1.83559
H 3.91148 2.13729 4.09544
H 0.96991 4.24576 0.95073
H 3.35462 -0.26481 -2.42454
C 2.73088 -3.50497 -0.32279
C 0.27938 -2.35141 -0.19817
C -4.87492 -2.05061 -1.48108
H -0.00165 3.33888 2.12195
C -2.73541 -0.50923 2.48540
C 2.99152 0.73604 -2.65911
N -2.61856 0.76812 1.77290
H -4.66887 1.12076 1.91254
C 1.89799 2.45028 1.69744
H 1.55070 4.73562 2.96528
H -4.73572 -3.80814 -0.24343
H -0.51659 0.99806 -2.32637
H -3.81405 2.33601 0.98510
C -1.35144 2.36463 0.38266
N 1.35350 -1.56062 -0.22481
O 0.03620 2.59390 0.18172
H 1.70696 -5.39270 -0.32644
H 3.99215 1.31956 2.52539
O -0.59702 0.18226 0.97503
C 2.56578 -2.13615 -0.27956
C -4.20744 -3.09335 -0.86394
C -2.95535 -1.42155 -2.47506
H -1.80094 3.18450 0.93749
H 0.11565 -0.56080 -4.02455
C 0.33975 -3.73383 -0.24566
N 2.53685 1.36393 -1.39292
N -4.25410 -1.20377 -2.30354
H 2.47219 4.12397 4.33646
H -2.45819 -0.77712 -3.19817
H 3.81312 1.30125 -3.09406
Co 1.00208 0.51898 -0.29168
C 0.67459 3.24888 1.27043
H -2.82164 -5.15327 -0.18714
H 3.30827 1.41627 -0.73628
H 3.42426 -1.47242 -0.27654
H 2.22879 0.33700 -4.61269
H -3.68621 2.31664 2.75889
H 3.30234 4.95764 3.02003
C -1.52031 1.02002 1.08620
C -0.85677 -4.58608 -0.15038

---

Entry 4:
13
Properties=species:S:1:pos:R:3 method="wB97M-V/def2-TZVPD" energy_ha=-303.54828
H 0.58493 -0.92125 -2.63333
C 0.68372 -0.79422 -0.51023
H -0.16419 -0.08365 2.74414
C 0.05420 -0.75607 -1.70192
H 1.76952 -0.96860 -0.44839
H -1.27328 1.32721 0.79752
C -0.23038 1.00092 0.79606
H 1.50470 0.25467 2.01720
C -1.33281 -0.35914 -1.79724
N -0.05810 -0.41957 0.61650
H 0.46910 1.54993 0.16620
C 0.42329 0.17134 1.85434
N -2.43071 -0.00157 -1.90083

---

Entry 5:
10
Properties=species:S:1:pos:R:3 method="wB97M-V/def2-TZVPD" smiles="O=C1COCO1" energy_ha=-342.42513
H 1.20745 1.52442 -0.47552
H 1.02599 0.96846 1.21034
C 0.96543 -0.61051 -0.26016
H -2.05904 -0.33784 -0.76615
C 0.68727 0.81750 0.17574
O -0.70717 0.96732 0.03674
O -0.23455 -1.21637 -0.41966
H -1.64230 -0.64522 0.95999
O 2.01939 -1.14658 -0.44237
C -1.26248 -0.32119 -0.01895

---

Entry 6:
14
Properties=species:S:1:pos:R:3 method="wB97M-V/def2-TZVPD" total_charge=-1 energy_ha=-324.16875
H 2.13270 -2.16126 0.71042
C -1.92331 1.79767 -0.50564
O -0.79817 -0.92481 -0.29948
H -2.15010 2.94580 -0.60074
O 0.09527 1.59008 0.64626
C 0.45798 -0.81736 -0.00031
N -1.24678 1.67498 0.75416
H 1.22375 -0.63735 -0.85899
H 0.39167 0.44510 0.39360
H -1.33818 1.51619 -1.35735
H 0.57830 -2.53919 1.13253
H -2.74897 1.28026 -0.46217
H 1.10470 -1.37201 2.01997
C 1.23554 -1.72826 1.02895

---

Entry 7:
14
Properties=species:S:1:pos:R:3 method="wB97M-V/def2-TZVPD" energy_ha=-395.14100
O -0.04912 2.02661 -0.89953
H -0.89140 -1.39298 -0.94360
C -0.17580 1.27369 0.08224
H -2.12815 1.44168 -0.32538
H 0.77552 -2.28848 1.32682
H -1.81729 0.88871 1.24697
C 0.03651 -1.52716 -0.39333
N -0.05057 -2.18349 0.78584
H -0.90930 -2.13941 1.31123
N 1.20159 -1.09320 -0.87064
H 1.31118 -1.01895 -1.87004
H 1.75082 -0.48743 -0.24737
O 0.71458 0.86300 0.89443
N -1.51950 0.90538 0.28604

---

Entry 8:
66
Properties=species:S:1:pos:R:3 method="wB97M-V/def2-TZVPD" total_charge=+1 energy_ha=-2128.04152
H 2.15768 -3.42527 -0.95800
H -0.95675 -1.59381 -4.76965
H 3.58086 6.52465 2.95347
C -2.02663 2.53962 1.13464
H -1.53620 2.02623 -1.38685
H -2.93702 2.20115 1.63978
H -1.92367 0.87477 -4.33240
F -1.77484 5.52216 1.44625
H 0.09307 -1.64952 1.31899
C 1.61362 -2.64988 -0.39906
N -0.61346 0.16098 -1.39188
C -0.97229 -5.80775 -1.10804
C -1.06474 3.32563 2.05987
H -0.13722 2.74528 2.15565
H 2.65286 6.41812 0.69573
H -2.60420 -1.02642 -5.27483
H -2.33962 3.13404 0.26796
H 1.00525 -1.85208 -2.25335
H 0.22661 -0.44923 -3.27994
C -0.27756 -0.84294 0.70728
H 0.66567 -1.00711 3.49886
H -2.47101 -1.98716 -3.83371
C -0.49854 0.23608 -2.85159
H 3.24281 -2.06311 0.49321
H 3.06025 4.69887 0.53374
C -0.41884 -0.93574 3.65204
O -1.66703 3.41446 3.34137
C 3.66213 5.57259 2.42596
C -0.15726 -0.86303 -0.66241
C 0.52030 -2.06218 -1.29842
N -1.09916 -2.21434 3.45843
O 4.99863 5.11936 2.46971
C -1.93464 -1.24239 -4.43551
F -0.08769 4.64390 0.34168
H -0.94587 3.63044 3.95046
F 2.86478 4.65162 3.02953
O 4.67188 5.98665 0.42127
C -1.85289 0.06085 -3.60000
H -0.20236 -2.88058 -1.43090
O 2.57715 -1.64975 -0.06902
C -1.33331 1.29099 0.57776
F -0.64826 -6.51259 -4.36403
H -2.09062 0.33723 3.09159
C -0.52654 -6.80958 -3.05026
H -0.13103 1.24281 -3.08276
C -0.72150 4.71576 1.52727
C -1.80585 -7.37107 -2.48596
F -2.94623 0.07976 -2.75484
C -1.18212 1.21137 -0.76203
O -0.37253 -5.60235 -2.31645
C 5.60169 5.57424 1.32680
O 6.76915 5.60866 1.15302
H -2.07883 -2.10929 3.23482
F 0.13961 5.28391 2.40834
H -0.57503 1.16846 3.30703
H 0.35072 -7.44113 -2.90056
H -0.53226 -0.68348 4.71793
C -1.01207 0.26237 2.87580
H -2.68908 -6.97101 -2.98590
H 1.19938 -3.13396 0.49548
C 3.38707 5.65570 0.94635
C -0.85107 0.21968 1.37577
H -0.62853 -2.83260 2.81521
O -1.76716 -6.89735 -1.13397
O -0.80782 -5.11482 -0.15619
H -1.84184 -8.45687 -2.52054

---

Entry 9:
11
Properties=species:S:1:pos:R:3 method="wB97M-V/def2-TZVPD" energy_ha=-281.47861
H -0.39512 -0.58877 1.21156
H -0.36323 2.06991 0.50559
N -1.64877 -0.39829 -0.52460
H 2.73921 -0.34968 -0.39205
H -2.41775 -0.26691 0.12445
C 0.17763 1.16272 0.25842
C 0.79456 -1.05890 -0.32580
N 1.75661 -0.17122 -0.23576
N 1.44403 1.18359 0.09443
C -0.38170 -0.23200 0.15530
H -1.70548 -1.35043 -0.87154

---

Entry 10:
7
Properties=species:S:1:pos:R:3 method="wB97M-V/def2-TZVPD" energy_ha=-353.16391
O -1.17429 -0.57540 0.33132
N 2.25104 -0.89696 0.08429
C 2.84564 0.24849 0.16133
O 0.65735 -2.41094 0.12102
N 3.54197 1.16359 0.21146
N 1.11794 -1.34355 0.14402
H -1.54437 0.29101 0.15091

---

Entry 11:
97
Properties=species:S:1:pos:R:3 method="wB97M-V/def2-TZVPD" multiplicity=2 s_squared=0.756 energy_ha=-4083.57371
H 1.23560 3.74001 -1.46745
C -1.01844 -2.36188 -2.07091
H -0.30653 -2.35764 -4.10477
H -2.87448 2.19657 0.28555
H 0.34464 1.58890 -0.32521
C -2.07845 -0.50397 1.37371
C -2.98389 -3.48929 1.08674
C -1.20182 1.71114 -3.47692
H -0.40665 -3.30227 1.99839
H -4.27531 -6.40163 -0.17719
C 3.44188 1.36497 -2.64285
H 3.96180 4.20969 1.83926
C -3.98916 -5.65359 0.56542
C -1.18122 -2.26300 -3.45541
C 1.61279 3.38324 -0.48697
C -1.67177 1.15013 -2.27452
C -3.05343 1.38716 -1.69903
C -2.49931 4.00221 -3.53404
C -3.39404 -2.01228 -1.78592
H -0.09752 3.42218 6.16942
Cu -0.58256 2.77451 -2.02701
C 3.30451 -0.26825 -0.87179
C 1.82536 2.43543 6.15969
C -3.56131 -1.98643 -3.17098
C -3.08002 2.58899 -0.72403
C 2.10628 0.66920 4.52557
H 3.01097 1.83180 -3.52517
H -4.27654 -1.97854 -1.14501
C -2.00565 3.61037 -1.01622
C 2.46617 2.67507 2.05659
C -1.22286 0.40979 1.97031
C -3.33881 -4.48775 0.15833
H -2.89408 2.24351 -4.73504
C 1.07123 2.26541 0.14656
C 0.83605 0.96982 3.97676
H -1.33548 3.04035 -5.09230
P -1.90321 -2.09742 0.60338
H 2.06970 -1.19055 0.63744
N 3.27783 -2.66278 -0.18474
H -2.92808 -2.96520 3.18864
H 2.71693 -0.10004 4.04860
H 0.37634 -1.86267 1.27323
C 4.38707 0.34390 -0.17407
C 2.68950 4.07811 0.10134
H 5.18007 -2.19149 -0.94541
C 2.53822 -1.44256 -0.33353
H 4.75292 -3.92526 -0.88715
H -1.42707 5.32945 -2.14570
C 4.62367 1.90036 -2.03373
C 3.18960 -3.41825 1.03047
H -4.03728 -5.07210 3.93373
H 5.97656 1.79571 -0.33997
H 5.14511 2.74497 -2.50280
P 0.58197 0.45287 2.24625
H 1.72696 -1.61802 -1.07391
H -0.04362 -2.65105 -1.66491
H 3.65496 1.29575 5.90252
H 2.79849 2.43384 3.06256
C -0.28405 -2.71661 1.07410
H -4.56315 -1.92873 -3.60053
H -1.68425 1.32078 2.37984
H 0.12607 -3.37896 0.29798
H 2.16888 -3.38807 1.43741
H -2.55941 -1.94209 -5.09112
C 0.51865 2.64416 5.70627
C -2.00345 2.70611 -4.28599
H 3.18754 4.88183 -0.43727
C 3.12080 3.69665 1.36837
H -1.56669 4.05361 -0.11145
H 2.23369 3.04196 6.97334
C -3.86353 -4.89580 2.86742
H -3.80402 1.47463 -2.50092
H 4.65866 -0.00543 0.83102
H -4.73924 -6.77937 2.25109
H -3.30980 0.50229 -1.10471
C -1.80758 4.28881 -2.22619
H -3.09196 -4.37783 -0.89862
H -3.59474 3.97156 -3.39804
C 2.62446 1.44277 5.56709
H -2.24797 4.84606 -4.19213
C 0.00634 1.89357 4.63565
H -1.26615 0.19393 -1.94817
H 4.01222 -2.85761 -2.12261
H -4.08333 3.03310 -0.72363
H -1.00240 2.07614 4.26930
C 4.36333 -2.92194 -1.08240
C -2.44617 -2.04614 -4.01061
H -0.37030 1.20471 -3.97366
C 5.08167 1.37825 -0.81767
C -3.24160 -3.71316 2.45447
H 3.87734 -3.02501 1.80176
C -2.10723 -2.13195 -1.21107
H 3.46611 -4.46290 0.83658
C -4.24729 -5.86144 1.92510
C 2.91152 0.28450 -2.04595
H -3.13468 -0.20749 1.39598
C 1.42714 1.92360 1.46419

---

Entry 12:
16
Properties=species:S:1:pos:R:3 method="wB97M-V/def2-TZVPD" smiles=CC.CC energy_ha=-159.57784
H 3.15734 -0.96482 0.21772
H -0.78488 -0.38940 0.52523
H -3.05187 1.72701 0.61784
H 2.24938 -0.39665 -2.02815
H 2.28365 0.58283 0.18750
C -1.59861 0.14785 0.99918
H -1.52970 1.99335 -0.11397
H -1.17127 0.52377 1.93600
H 1.52587 -0.74366 0.95047
C 1.66434 -0.90633 -1.27345
H -2.60265 0.73437 -0.81115
C 2.18011 -0.50073 0.11582
H -2.40014 -0.49424 1.39210
H 0.63867 -0.54020 -1.35848
H 1.69196 -1.97583 -1.45610
C -2.25220 1.20270 0.09946

---

Entry 13:
23
Properties=species:S:1:pos:R:3 method="wB97M-V/def2-TZVPD" total_charge=+1 energy_ha=-475.79241
C -0.44707 -1.29363 -0.98503
H 0.96375 0.09323 -3.37138
H 1.18744 -1.88722 1.43296
N -0.73192 0.51400 0.53107
C -0.02987 2.73315 0.56304
C -0.93482 -0.83463 0.22302
H -0.26869 3.50085 -0.22706
C 1.41040 -0.44701 -2.63820
C 1.44297 1.12030 -0.72453
N -2.25511 -1.27166 0.80055
C 0.20799 -1.80574 1.78593
C 0.41132 -1.12451 -1.85391
H -0.06866 -2.87807 1.92772
H 2.26885 -1.04344 -2.77281
C 0.16763 1.35891 0.09472
H -2.93621 -1.05372 0.10042
H -2.18891 -2.21030 1.03130
H 0.00180 -1.20543 2.65216
H 2.30932 1.89435 -0.32419
N 1.95981 0.54540 -1.71707
H -2.47288 -0.61865 1.49262
H -0.84659 2.75683 1.22669
H 0.84947 3.15700 0.75200

---

no.,M (g/mol)
1,431.8
2,88.1
3,504.5
4,94.1
5,88.1
6,90.1
7,105.1
8,551.5
9,83.1
10,87.0
11,717.4
12,60.1
13,150.2